# 1
The following is a quantum chemistry calculation of 4 unconnected molecules or ions with the total composition C28H62BN3O9Si, from the Open Molecules 2025 dataset.

The geometry in XYZ format:
```
104
Properties=species:S:1:pos:R:3:forces:R:3:mulliken_charge:R:1
C 0.705 3.941 2.651 -0.33 -0.17 0.24 -1.368
C -0.613 3.630 1.955 -0.08 0.92 -0.05 0.287
C -1.191 4.905 1.309 0.16 -0.38 -0.38 -0.886
Si -3.055 4.841 1.055 0.16 0.33 0.01 0.174
B -3.665 3.494 -0.331 0.02 -0.10 -0.20 0.510
O -4.959 3.615 -0.772 0.04 -0.09 0.46 -0.401
O -2.890 2.491 -0.885 -0.83 -0.43 0.36 -0.449
O -0.475 2.712 0.878 0.05 -0.22 0.14 0.282
C -0.087 1.402 1.228 -0.35 -0.34 -0.08 -1.117
C 0.725 0.766 0.131 0.20 0.07 -0.04 0.960
C 1.320 -0.472 0.358 0.00 -0.01 -0.13 -0.492
C 2.033 -1.104 -0.647 0.12 -0.05 -0.05 -0.389
C 2.190 -0.499 -1.890 -0.18 0.32 -0.04 -0.670
C 1.604 0.741 -2.116 0.07 -0.11 0.13 -0.681
C 0.874 1.369 -1.111 0.04 -0.01 -0.16 -0.267
H 0.524 4.740 3.368 0.11 0.04 -0.03 0.326
H 1.450 4.284 1.934 0.03 -0.05 0.01 0.251
H 1.081 3.095 3.229 0.15 -0.02 -0.15 0.380
H -1.344 3.272 2.696 0.14 -0.34 -0.01 0.241
H -0.860 5.799 1.838 -0.18 -0.02 0.15 0.418
H -0.745 4.966 0.310 0.08 0.08 0.05 0.271
H -3.514 6.174 0.583 -0.04 0.00 0.07 -0.207
H -3.687 4.584 2.377 -0.08 -0.04 -0.04 -0.170
H -5.300 2.738 -0.990 0.02 0.14 -0.51 0.277
H -2.434 1.971 -0.213 0.71 0.40 -0.14 0.138
H 0.454 1.367 2.175 0.09 0.08 -0.04 0.473
H -0.987 0.777 1.359 0.01 0.04 0.14 0.069
H 1.219 -0.957 1.322 -0.07 0.02 0.00 0.354
H 2.473 -2.077 -0.465 0.03 0.02 0.04 0.434
H 2.754 -0.975 -2.682 0.01 -0.09 0.06 0.390
H 1.715 1.238 -3.073 0.01 -0.08 0.01 0.383
H 0.431 2.336 -1.312 -0.06 -0.04 0.14 0.383
C -4.770 0.483 -3.187 0.00 -0.06 0.00 -0.414
O -5.010 -0.883 -2.915 0.08 0.09 0.01 -0.373
C -4.467 -1.784 -3.872 -0.12 -0.16 -0.06 -0.881
C -3.311 -2.575 -3.301 0.09 0.10 0.05 0.140
N -2.151 -1.724 -3.073 -0.17 -0.06 0.16 -0.271
C -1.075 -2.354 -2.316 0.06 0.25 -0.15 0.039
C -1.357 -2.811 -0.889 0.17 -0.17 -0.04 -0.634
O -1.579 -1.759 0.030 -0.15 0.04 0.04 -0.329
C -2.896 -1.245 0.058 0.09 0.11 0.11 -0.527
H -5.383 1.059 -2.495 -0.02 -0.02 -0.01 -0.049
H -3.724 0.767 -3.036 0.00 0.02 -0.03 0.284
H -5.062 0.742 -4.209 -0.01 0.02 0.00 0.372
H -4.161 -1.248 -4.776 0.06 0.03 0.03 0.407
H -5.263 -2.481 -4.147 -0.01 0.02 -0.01 0.397
H -3.037 -3.367 -4.005 0.02 -0.03 0.03 0.226
H -3.669 -3.060 -2.382 -0.05 -0.06 -0.05 0.191
H -2.446 -0.887 -2.586 0.03 0.04 -0.03 -0.053
H -0.250 -1.640 -2.277 0.03 -0.02 0.04 0.031
H -0.719 -3.214 -2.891 0.00 -0.02 -0.01 0.015
H -0.460 -3.328 -0.534 0.00 0.03 0.02 0.349
H -2.177 -3.539 -0.836 -0.07 0.08 -0.03 0.449
H -3.640 -2.015 -0.161 -0.02 0.01 -0.04 0.375
H -3.028 -0.414 -0.643 -0.07 -0.07 -0.06 -0.016
H -3.077 -0.864 1.065 0.00 -0.04 0.01 0.326
C 0.510 -9.330 -7.103 -0.06 -0.04 0.01 -0.706
O 0.089 -9.732 -5.816 0.03 0.09 -0.06 -0.346
C 1.096 -9.670 -4.814 0.01 -0.16 0.13 -0.805
C 0.814 -8.570 -3.816 -0.06 0.12 -0.07 -0.157
N 0.978 -7.253 -4.416 -0.14 -0.07 0.00 -0.313
C 0.503 -6.144 -3.596 0.12 0.06 -0.13 -0.907
C -0.978 -6.087 -3.241 0.00 0.03 0.19 0.025
O -1.834 -5.831 -4.337 0.01 -0.02 -0.03 -0.347
C -2.205 -6.959 -5.104 -0.07 0.09 -0.04 -0.637
H -0.287 -9.589 -7.798 -0.01 0.00 0.01 0.238
H 0.686 -8.250 -7.164 0.07 -0.01 -0.01 0.296
H 1.423 -9.852 -7.405 0.01 0.02 -0.01 0.343
H 2.085 -9.542 -5.265 -0.01 0.07 -0.02 0.411
H 1.088 -10.628 -4.287 0.01 -0.01 -0.02 0.400
H 1.511 -8.666 -2.977 0.00 0.01 0.02 0.351
H -0.200 -8.734 -3.426 0.03 -0.07 0.05 0.180
H 0.488 -7.235 -5.301 0.02 0.01 -0.01 0.127
H 0.746 -5.222 -4.131 0.01 0.02 0.04 0.428
H 1.080 -6.132 -2.665 -0.02 -0.03 0.02 0.405
H -1.110 -5.244 -2.561 -0.04 -0.02 0.03 -0.125
H -1.312 -6.978 -2.694 0.02 -0.07 -0.11 0.343
H -2.273 -7.861 -4.490 0.03 -0.02 -0.01 0.305
H -1.510 -7.141 -5.929 0.02 -0.07 0.03 0.194
H -3.185 -6.754 -5.535 -0.01 0.01 0.02 0.306
C 3.063 5.171 8.944 -0.04 0.06 0.02 -0.710
O 3.488 6.463 8.561 -0.02 -0.11 -0.04 -0.342
C 4.864 6.558 8.215 0.10 0.16 0.07 -0.798
C 5.044 6.804 6.733 -0.10 -0.08 -0.08 -0.191
N 4.671 5.633 5.952 -0.12 0.11 0.03 -0.302
C 4.591 5.857 4.513 0.03 -0.17 0.05 -0.742
C 3.568 6.858 3.990 0.08 0.07 -0.19 -0.519
O 2.221 6.454 4.152 0.01 0.03 0.11 -0.293
C 1.647 6.727 5.415 -0.11 -0.05 -0.08 -0.717
H 2.057 5.269 9.347 0.00 0.02 0.00 0.238
H 3.031 4.476 8.097 0.05 -0.04 0.02 0.291
H 3.712 4.752 9.718 0.00 -0.03 0.00 0.343
H 5.407 5.662 8.530 -0.03 -0.04 -0.06 0.406
H 5.277 7.411 8.761 0.00 -0.02 0.02 0.390
H 6.095 7.038 6.539 0.00 0.01 -0.02 0.375
H 4.452 7.692 6.474 0.07 0.06 0.04 0.173
H 3.774 5.297 6.278 0.01 -0.02 0.00 0.067
H 4.372 4.893 4.047 0.03 0.01 -0.03 0.354
H 5.581 6.162 4.157 0.00 0.04 0.01 0.416
H 3.722 6.941 2.911 -0.02 0.00 0.00 0.350
H 3.715 7.864 4.404 -0.02 -0.04 0.10 0.355
H 2.054 7.639 5.859 0.02 -0.01 0.03 0.380
H 1.782 5.897 6.115 0.05 0.06 0.05 0.204
H 0.575 6.860 5.266 0.01 0.02 -0.02 0.305
```
Forces are in eV/Å.

Calculated values
structure (SMILES) = C[C@@H](C[SiH2]B(O)O)OCc1ccccc1.COCCNCCOC.COCCNCCOC.COCCNCCOC
calculated total energy = -2259.7540 a.u.
molecular weight = 623.71 u
total charge = 0
frontier orbital gap = 9.138 eV

---

# 2
The following is a quantum chemistry calculation of 5 unconnected molecules or ions with the total composition C28H63B4ClO12S2, from the Open Molecules 2025 dataset.

The geometry in XYZ format:
```
110
Properties=species:S:1:pos:R:3:forces:R:3:mulliken_charge:R:1
C -4.677 -5.301 1.708 -0.17 -0.30 0.28 -0.633
C -3.428 -5.359 2.612 -0.03 -0.08 -0.46 -0.576
B -2.529 -4.082 2.714 0.11 -0.05 0.17 0.191
O -1.417 -4.182 3.518 -0.65 0.08 0.46 -0.460
B -2.724 -2.603 1.855 -0.07 0.36 0.38 0.172
O -1.571 -1.946 1.418 -0.31 -0.71 -0.65 0.224
B -1.757 -1.463 0.120 0.42 0.60 0.18 -0.166
C -0.863 -1.984 -1.057 -0.52 0.15 -0.15 -1.074
C -1.502 -1.807 -2.442 0.26 -0.60 0.27 0.656
C -0.918 -2.769 -3.472 0.00 0.46 -0.11 -1.474
Cl -1.262 -0.123 -2.990 -0.16 0.10 -0.01 -0.204
O -2.827 -0.595 -0.051 -0.16 -0.55 0.12 -0.330
B -3.850 -0.784 0.854 -0.25 0.39 -0.25 0.219
S -5.048 0.567 1.251 -0.13 -0.09 0.22 -0.409
C -6.115 0.511 -0.228 0.52 -0.15 -0.02 0.013
C -7.557 0.712 0.179 -0.19 0.33 0.52 0.359
O -7.877 1.284 1.183 0.10 -0.14 -0.52 -0.529
O -8.510 0.327 -0.710 0.08 -0.17 0.04 -0.386
C -8.433 -0.944 -1.348 -0.17 -0.17 -0.26 -0.662
C -8.948 -2.039 -0.420 0.26 0.07 0.28 0.525
C -8.004 -2.352 0.730 0.24 0.07 -0.18 -1.225
O -9.077 -3.188 -1.283 -0.39 0.25 -0.32 -0.248
C -10.175 -3.941 -1.118 -0.29 -0.07 0.91 0.577
O -10.834 -3.955 -0.102 0.34 0.13 -0.69 -0.561
C -10.557 -4.759 -2.330 0.55 -0.24 -0.12 -0.613
S -9.172 -5.325 -3.370 0.04 -0.11 0.04 -0.204
O -3.930 -1.993 1.514 0.26 0.02 0.17 0.062
H -5.559 -5.647 2.255 0.03 0.05 -0.06 0.319
H -4.581 -5.974 0.854 0.03 0.18 -0.08 0.310
H -4.908 -4.297 1.355 0.07 0.00 -0.07 -0.143
H -3.706 -5.625 3.638 0.05 0.05 0.02 0.343
H -2.784 -6.186 2.287 0.04 0.01 0.13 0.364
H -1.180 -3.324 3.883 0.55 -0.02 -0.32 0.281
H 0.123 -1.515 -1.040 0.11 -0.18 0.04 0.525
H -0.739 -3.060 -0.884 0.23 0.06 0.03 0.281
H -2.573 -1.991 -2.351 -0.05 0.32 -0.20 0.216
H -1.130 -2.410 -4.479 -0.08 -0.13 0.02 0.437
H -1.359 -3.759 -3.351 0.14 -0.05 0.07 0.372
H 0.167 -2.814 -3.363 -0.02 -0.12 0.00 0.295
H -5.949 -0.428 -0.743 -0.09 0.02 -0.09 -0.098
H -5.829 1.313 -0.911 -0.15 0.01 -0.02 0.464
H -7.432 -1.193 -1.700 0.05 0.07 0.03 0.277
H -9.072 -0.894 -2.231 -0.02 0.13 0.12 0.351
H -9.925 -1.737 -0.037 -0.03 -0.21 -0.07 0.387
H -8.218 -3.341 1.134 -0.09 0.13 0.09 0.473
H -8.071 -1.605 1.522 -0.11 -0.07 0.00 0.372
H -6.967 -2.351 0.377 -0.05 -0.13 0.02 0.058
H -11.227 -4.149 -2.933 -0.12 -0.10 0.04 0.310
H -11.065 -5.653 -1.979 -0.24 0.18 0.02 0.321
H -9.425 -4.587 -4.452 -0.05 0.14 -0.02 0.117
C 1.100 2.239 -3.351 0.09 0.19 -0.12 -0.935
C 2.415 1.489 -3.243 -0.04 -0.04 0.11 -0.187
O 3.238 1.583 -4.392 0.03 -0.08 -0.05 -0.445
C 3.646 2.889 -4.757 -0.01 0.10 -0.04 -0.373
C 4.449 3.617 -3.694 0.02 -0.04 0.06 -0.848
H 0.534 1.892 -4.215 -0.03 -0.02 0.01 0.234
H 0.508 2.076 -2.452 -0.03 -0.03 0.02 0.284
H 1.248 3.316 -3.458 0.04 0.00 0.05 0.343
H 2.214 0.423 -3.128 0.01 -0.01 -0.02 0.207
H 2.964 1.806 -2.349 0.00 0.04 -0.01 0.286
H 2.781 3.491 -5.060 -0.01 0.00 0.04 0.293
H 4.259 2.751 -5.648 0.00 -0.03 -0.01 0.341
H 3.869 3.787 -2.786 -0.03 0.04 -0.02 0.264
H 4.770 4.590 -4.070 0.01 0.00 -0.02 0.259
H 5.335 3.040 -3.423 0.01 0.00 -0.01 0.275
C 4.173 -3.227 3.676 -0.08 -0.07 0.02 -0.931
C 3.802 -2.229 2.595 0.13 0.07 0.05 -0.356
O 2.495 -2.390 2.073 -0.09 -0.01 -0.10 -0.369
C 1.442 -2.276 3.012 -0.04 0.01 0.13 0.536
C 1.389 -0.931 3.722 0.11 0.02 -0.03 -0.611
H 4.083 -4.250 3.307 0.00 0.00 -0.03 0.339
H 5.200 -3.058 3.998 0.01 0.01 0.01 0.384
H 3.537 -3.127 4.556 0.06 0.04 0.04 0.131
H 4.466 -2.347 1.738 -0.03 -0.01 -0.03 0.344
H 3.943 -1.206 2.964 -0.01 -0.01 0.03 0.309
H 1.488 -3.094 3.742 0.05 0.03 0.03 0.266
H 0.525 -2.415 2.443 0.07 -0.04 -0.10 -0.525
H 2.282 -0.747 4.322 -0.03 -0.03 0.05 -0.118
H 0.527 -0.894 4.392 -0.02 0.00 -0.01 0.415
H 1.298 -0.121 2.997 -0.03 0.00 0.00 0.294
C 7.462 7.008 -7.080 0.04 -0.03 0.09 -1.034
C 6.261 7.610 -6.371 0.00 0.03 -0.09 -0.342
O 6.198 7.317 -4.987 -0.10 -0.07 0.05 -0.393
C 7.289 7.765 -4.203 0.09 0.01 0.04 -0.351
C 7.501 9.269 -4.229 -0.07 0.01 -0.06 -1.047
H 7.479 5.925 -6.951 0.00 -0.01 -0.01 0.283
H 7.413 7.230 -8.146 -0.02 -0.01 -0.01 0.391
H 8.405 7.406 -6.703 -0.01 0.04 -0.03 0.263
H 5.344 7.192 -6.787 -0.02 0.00 0.02 0.346
H 6.221 8.692 -6.539 0.04 0.00 0.02 0.292
H 8.209 7.244 -4.491 0.00 0.02 -0.04 0.321
H 7.052 7.446 -3.188 -0.02 -0.02 0.00 0.327
H 7.753 9.631 -5.226 0.05 -0.01 0.01 0.270
H 8.319 9.539 -3.562 0.00 -0.01 0.02 0.382
H 6.599 9.787 -3.901 0.00 0.00 0.01 0.297
C 3.174 0.168 7.590 0.02 0.03 -0.09 -0.916
C 4.389 -0.744 7.576 -0.04 0.02 0.10 -0.371
O 5.004 -0.870 6.307 -0.01 -0.11 -0.09 -0.392
C 5.495 0.324 5.726 0.00 0.09 -0.05 -0.182
C 6.556 1.029 6.553 -0.01 -0.06 0.07 -1.308
H 2.428 -0.177 6.873 -0.01 -0.01 0.01 0.139
H 2.725 0.173 8.583 -0.01 -0.02 0.01 0.412
H 3.430 1.198 7.338 0.01 0.01 0.05 0.275
H 4.088 -1.757 7.843 0.02 -0.02 -0.01 0.351
H 5.118 -0.422 8.328 0.00 0.04 -0.02 0.325
H 4.670 1.009 5.498 0.00 0.01 0.04 0.303
H 5.921 0.015 4.771 -0.01 -0.02 -0.01 0.342
H 6.170 1.368 7.515 -0.02 0.04 -0.02 0.291
H 6.922 1.905 6.017 0.01 0.00 -0.02 0.429
H 7.397 0.362 6.744 0.01 0.00 -0.01 0.312
```
Forces are in eV/Å.

Calculated values
structure (SMILES) = CCB(O)B1OB(C[C@H](C)Cl)OB(SCC(=O)OC[C@H](C)OC(=O)CS)O1.CCOCC.CCOCC.CCOCC.CCOCC
calculated total energy = -3363.7889 a.u.
molecular weight = 734.64 u
total charge = 0
frontier orbital gap = 9.361 eV